# 1
This record from the Open Molecules 2025 dataset describes 10 unconnected molecules or ions with the total composition C30H80O30S10 in a non-equilibrium geometry. The level of theory is ωB97M-V/def2-TZVPD.

Its SMILES is CCOS(C)(=O)=O.CCOS(C)(=O)=O.CCOS(C)(=O)=O.CCOS(C)(=O)=O.CCOS(C)(=O)=O.CCOS(C)(=O)=O.CCOS(C)(=O)=O.CCOS(C)(=O)=O.CCOS(C)(=O)=O.CCOS(C)(=O)=O. The value obtained for the gap between HOMO and LUMO is 0.3802 Eh. The value obtained for the energy is -202175.7999 eV. As for the net charge: 0. As for the energy above the lowest of the compared OMol25 structures with the same formula, charge and spin: 124.25 kcal per mole. Its spin multiplicity is 1.

Each line ends with the Löwdin charge.
Positions of all 150 atoms, in Å:
O -2.548 1.537 5.600  -0.3136
S -3.402 0.373 5.894  0.6914
O -3.104 -0.480 7.034  -0.2753
O -4.969 0.854 5.899  -0.2708
C -5.951 -0.164 6.066  -0.3322
C -6.710 0.137 7.269  -0.0763
C -3.471 -0.659 4.337  -0.0843
H -5.573 -1.187 6.087  0.1198
H -6.646 -0.073 5.231  0.1288
H -7.598 -0.462 7.470  0.0941
H -7.047 1.170 7.359  0.0895
H -5.893 0.001 7.978  0.0895
H -4.286 -1.380 4.403  0.0625
H -2.484 -1.059 4.107  0.0610
H -3.757 -0.025 3.498  0.0405
O 5.938 -0.339 -4.182  -0.2894
S 5.641 -1.360 -5.210  0.7012
O 6.261 -2.692 -5.163  -0.3016
O 4.019 -1.608 -5.329  -0.2550
C 3.281 -0.499 -4.962  -0.3074
C 1.729 -0.752 -5.039  -0.0349
C 5.890 -0.657 -6.897  -0.0889
H 3.482 0.309 -5.665  0.1113
H 3.509 -0.137 -3.959  0.1098
H 1.499 -1.661 -4.483  0.0431
H 1.435 -0.975 -6.064  0.0738
H 1.105 0.116 -4.826  0.0705
H 6.423 0.293 -6.842  0.0701
H 4.948 -0.335 -7.341  0.0591
H 6.346 -1.422 -7.526  0.0684
O -0.936 8.125 -2.421  -0.2636
S -1.703 6.936 -2.429  0.6875
O -2.666 6.662 -3.513  -0.3155
O -0.555 5.717 -2.417  -0.2435
C -1.056 4.475 -2.858  -0.3264
C 0.038 3.465 -3.026  -0.0549
C -2.407 6.475 -0.730  -0.0799
H -1.602 4.566 -3.797  0.1088
H -1.841 4.164 -2.168  0.0833
H 0.798 3.748 -3.754  0.0864
H -0.318 2.505 -3.400  0.0449
H 0.520 3.188 -2.088  0.0705
H -1.589 6.701 -0.046  0.0579
H -2.700 5.428 -0.654  0.0515
H -3.303 7.059 -0.517  0.0678
O -1.317 0.430 -3.463  -0.2932
S -2.717 0.620 -3.212  0.6403
O -3.367 -0.051 -2.094  -0.2796
O -3.006 2.226 -3.168  -0.2624
C -4.253 2.670 -2.731  -0.2720
C -4.446 2.501 -1.223  -0.0772
C -3.596 0.274 -4.757  -0.0872
H -5.181 2.277 -3.147  0.1209
H -4.194 3.715 -3.035  0.1261
H -5.109 3.273 -0.833  0.0672
H -3.595 2.544 -0.543  0.0717
H -5.067 1.625 -1.036  0.0755
H -3.462 -0.801 -4.881  0.0689
H -2.893 0.722 -5.459  0.0702
H -4.601 0.695 -4.785  0.0722
O -5.348 4.263 1.579  -0.2740
S -4.709 3.310 2.447  0.6856
O -4.827 1.861 2.225  -0.2972
O -3.088 3.635 2.466  -0.2477
C -2.759 4.937 2.613  -0.3403
C -1.241 5.091 2.476  -0.0584
C -4.971 3.675 4.257  -0.0827
H -3.055 5.489 3.505  0.1170
H -3.180 5.528 1.799  0.0975
H -0.588 4.543 3.154  0.0663
H -1.000 6.150 2.567  0.0822
H -0.735 4.958 1.520  0.0635
H -5.973 3.290 4.445  0.0685
H -4.837 4.739 4.455  0.0600
H -4.251 3.240 4.950  0.0449
O 0.774 2.333 2.091  -0.2874
S -0.129 1.745 1.108  0.6740
O -0.784 2.583 0.073  -0.3172
O 0.803 0.664 0.339  -0.2605
C 0.207 -0.039 -0.806  -0.2241
C 1.233 -1.113 -1.239  -0.0431
C -1.372 0.606 1.889  -0.0847
H 0.032 0.655 -1.629  0.0783
H -0.787 -0.413 -0.562  0.0909
H 0.997 -1.511 -2.227  0.0560
H 1.188 -1.994 -0.599  0.0493
H 2.246 -0.720 -1.159  0.0747
H -2.086 0.294 1.127  0.0742
H -1.869 1.066 2.743  0.0431
H -0.757 -0.197 2.295  0.0482
O 0.742 3.722 8.878  -0.3123
S 0.782 3.774 7.393  0.6930
O 1.863 4.445 6.700  -0.2860
O 0.746 2.169 6.982  -0.2454
C 0.798 1.889 5.628  -0.3319
C 1.460 0.482 5.450  -0.0368
C -0.868 4.252 6.743  -0.1036
H 1.305 2.613 4.991  0.1100
H -0.183 1.861 5.154  0.0807
H 0.880 -0.301 5.939  0.0730
H 2.433 0.556 5.935  0.0752
H 1.739 0.193 4.437  0.0714
H -1.050 5.278 7.061  0.0685
H -1.628 3.533 7.049  0.0599
H -0.842 4.298 5.654  0.0476
O 0.160 -2.421 1.755  -0.2725
S -0.962 -3.168 1.281  0.6581
O -2.282 -2.840 1.880  -0.3187
O -1.094 -2.999 -0.381  -0.2796
C -1.961 -3.916 -1.124  -0.2692
C -2.362 -3.180 -2.342  -0.0718
C -0.590 -4.940 1.502  -0.0937
H -2.839 -4.216 -0.553  0.1203
H -1.488 -4.870 -1.358  0.1128
H -3.255 -2.583 -2.159  0.0737
H -2.519 -3.881 -3.162  0.0894
H -1.633 -2.451 -2.696  0.0741
H -0.538 -5.188 2.562  0.0797
H 0.374 -5.024 1.001  0.0733
H -1.419 -5.498 1.067  0.0622
O 5.877 -1.930 0.980  -0.2837
S 6.383 -2.000 -0.372  0.6605
O 7.308 -1.036 -0.930  -0.2820
O 7.069 -3.492 -0.605  -0.2855
C 6.412 -4.632 -0.067  -0.2502
C 7.197 -5.926 -0.580  -0.0387
C 5.033 -2.179 -1.623  -0.0899
H 5.386 -4.607 -0.433  0.0957
H 6.590 -4.609 1.008  0.1161
H 8.220 -5.660 -0.315  0.0710
H 7.144 -6.071 -1.659  0.0471
H 6.937 -6.769 0.061  0.0774
H 4.421 -1.278 -1.589  0.0579
H 4.497 -3.051 -1.249  0.0380
H 5.551 -2.278 -2.577  0.0388
O 5.132 -7.361 -2.755  -0.3393
S 4.785 -6.723 -4.070  0.6967
O 4.154 -7.548 -5.041  -0.2845
O 3.861 -5.383 -3.724  -0.2803
C 2.618 -5.556 -3.064  -0.2708
C 2.011 -4.176 -2.929  -0.0554
C 6.341 -5.885 -4.821  -0.0763
H 2.702 -6.086 -2.115  0.1206
H 1.998 -6.161 -3.725  0.1185
H 0.944 -4.213 -2.709  0.0739
H 2.139 -3.543 -3.808  0.0671
H 2.408 -3.561 -2.121  0.0525
H 6.847 -5.198 -4.143  0.0529
H 6.091 -5.482 -5.803  0.0602
H 7.096 -6.659 -4.953  0.0625



# 2
This record from the Open Molecules 2025 dataset describes 3 unconnected molecules or ions with the total composition C10H13N2 in a non-equilibrium geometry. The level of theory is ωB97M-V/def2-TZVPD.

The value obtained for the gap between HOMO and LUMO (spin up / spin down) is 0.2863 / 0.3033 Eh. The value obtained for the energy is -13549.2178 eV. As for the net charge: +1. As for the energy above the lowest of the compared OMol25 structures with the same formula, charge and spin: 141.05 kcal per mole. Its spin multiplicity is 1.

Each line ends with the Löwdin charge.
Positions of all 25 atoms, in Å:
C 4.316 2.859 0.840  0.0263
C -0.815 -3.422 -1.285  -0.0439
C -0.766 -2.437 -2.240  -0.0468
C -1.131 -3.045 -0.008  -0.1204
C -0.858 -1.100 -1.876  -0.0421
C -1.280 -1.821 0.390  -0.0547
C -1.158 -0.796 -0.571  -0.2381
C -0.104 2.499 2.454  0.2384
C -1.359 0.652 -0.191  -0.1388
C -0.147 1.121 0.311  -0.0434
N 3.184 2.759 0.652  0.0678
N 0.941 1.270 -0.359  0.1977
H 5.346 2.623 1.112  0.0942
H -0.859 -4.470 -1.546  0.1215
H -0.672 -2.769 -3.195  0.0834
H -1.229 -3.799 0.761  0.1235
H -0.659 -0.314 -2.609  0.1242
H -1.326 -1.539 1.525  0.1661
H 0.956 2.577 2.271  -0.0055
H -0.810 3.283 2.489  0.0220
H -0.470 1.586 2.848  0.0002
H -2.045 0.571 0.583  0.1018
H -1.721 1.226 -1.045  0.1590
H 1.820 1.797 -0.079  0.0607
H 0.846 0.687 -1.229  0.1468



# 3
This record from the Open Molecules 2025 dataset describes 2 unconnected molecules or ions with the total composition C33H31N2S in a non-equilibrium geometry. The level of theory is ωB97M-V/def2-TZVPD.

The value obtained for the gap between HOMO and LUMO is 0.1438 Eh. The value obtained for the energy is -48532.4694 eV. As for the net charge: +1. As for the energy above the lowest of the compared OMol25 structures with the same formula, charge and spin: 29.87 kcal per mole. Its spin multiplicity is 1.

Each line ends with the Löwdin charge.
Positions of all 67 atoms, in Å:
C 0.429 -2.271 3.634  -0.0100
N 1.382 -2.353 2.527  -0.1027
C 1.929 -3.568 2.106  -0.2370
C 2.923 -3.374 1.137  -0.4565
C 3.561 -4.493 0.598  -0.0806
C 3.174 -5.784 1.009  -0.0811
C 2.172 -5.965 1.976  -0.0741
C 1.572 -4.846 2.567  -0.0105
S 3.189 -1.665 0.811  1.0778
C 1.834 -1.230 1.866  -0.4864
C 1.192 0.021 1.913  -0.1170
C 1.892 1.253 2.149  -0.2583
C 3.269 1.246 2.510  -0.0658
C 4.029 2.412 2.455  -0.0830
C 3.418 3.623 2.070  -0.0971
C 2.010 3.694 2.008  -0.1177
C 1.253 2.526 2.109  -0.0731
H 0.549 -1.318 4.163  0.1019
H -0.605 -2.366 3.267  0.1035
H 0.637 -3.089 4.333  0.0867
H 4.350 -4.316 -0.132  0.1088
H 3.670 -6.655 0.576  0.1070
H 1.875 -6.972 2.279  0.1103
H 0.852 -4.923 3.382  0.1039
H 0.099 0.081 1.922  0.1040
H 3.714 0.308 2.841  0.0962
H 5.088 2.402 2.733  0.1083
H 4.025 4.522 1.895  0.1006
H 1.512 4.665 1.900  0.0926
H 0.164 2.560 2.148  0.1079
C 0.375 -0.937 -4.105  0.0125
C -0.683 -0.924 -3.085  -0.1625
N -1.683 -1.835 -3.101  -0.0225
C -1.767 -2.978 -3.999  0.0192
C -2.641 -1.538 -2.123  -0.1517
C -2.198 -0.385 -1.442  -0.1214
C -2.985 0.141 -0.422  -0.0211
C -4.167 -0.510 -0.066  -0.0610
C -4.591 -1.660 -0.763  -0.0584
C -3.820 -2.197 -1.808  0.0028
C -0.931 0.018 -2.029  -0.0930
C -0.142 1.112 -1.625  0.1137
C -0.630 2.439 -1.391  -0.1922
C -1.935 2.865 -1.789  -0.0021
C -2.382 4.134 -1.444  -0.0163
C -1.609 4.991 -0.642  -0.2294
C -2.237 6.199 -0.014  -0.0302
C -0.263 4.660 -0.405  -0.0175
C 0.225 3.419 -0.788  0.0051
H 0.847 0.045 -4.073  0.0923
H 1.118 -1.725 -3.921  0.1100
H -0.035 -1.097 -5.108  0.0986
H -2.667 -3.540 -3.736  0.0845
H -1.847 -2.674 -5.052  0.1074
H -0.899 -3.640 -3.894  0.1108
H -2.668 1.058 0.058  0.1106
H -4.773 -0.121 0.760  0.1133
H -5.539 -2.122 -0.489  0.1101
H -4.099 -3.088 -2.370  0.1080
H 0.947 0.991 -1.601  0.1423
H -2.568 2.225 -2.418  0.1331
H -3.351 4.499 -1.798  0.1284
H -1.501 6.766 0.563  0.0847
H -2.673 6.877 -0.754  0.0945
H -3.051 5.898 0.659  0.0999
H 0.391 5.371 0.108  0.1149
H 1.275 3.137 -0.645  0.1239



# 4
This record from the Open Molecules 2025 dataset describes a molecular structure, C61H46HoN5O4 in a non-equilibrium geometry. The level of theory is ωB97M-V/def2-TZVPD.

The value obtained for the gap between HOMO and LUMO (spin up / spin down) is 0.1873 / 0.1879 Eh. The value obtained for the energy is -105439.7228 eV. As for the net charge: 0. Its expectation value of S² is 6.186. Its spin multiplicity is 5.

Each line ends with the Löwdin charge.
Positions of all 117 atoms, in Å:
Ho 12.437 13.402 9.254  1.4630
C 6.184 20.772 8.096  -0.0673
O 6.202 19.689 7.149  -0.0881
C 7.224 18.815 7.061  -0.2771
C 7.094 17.615 6.310  0.0096
C 8.108 16.701 6.351  -0.0611
C 9.247 16.803 7.165  -0.1787
C 9.431 18.040 7.768  -0.0380
C 8.446 19.044 7.726  -0.0048
C 10.234 15.675 7.304  -0.0050
C 11.658 15.957 7.341  -0.2256
C 12.207 17.232 7.014  -0.0196
C 13.592 17.207 7.277  0.0157
C 13.896 15.869 7.749  -0.2111
N 12.693 15.132 7.762  -0.0356
C 15.170 15.445 8.243  -0.0500
C 15.482 14.049 8.430  -0.2284
C 16.827 13.559 8.610  -0.0037
C 16.691 12.231 8.969  -0.0048
C 15.300 11.866 9.010  -0.2077
C 14.775 10.587 9.316  -0.0326
C 15.662 9.446 9.744  -0.1710
C 15.275 8.654 10.837  -0.0285
C 16.137 7.762 11.468  -0.0050
C 17.524 7.826 11.192  -0.2739
O 18.494 7.442 12.029  -0.0698
C 18.256 7.022 13.358  -0.0768
C 17.866 8.420 9.949  0.0042
C 16.963 9.211 9.254  -0.0508
C 13.386 10.331 9.180  -0.2311
N 12.296 11.201 9.076  -0.0507
C 11.141 10.438 8.878  -0.1968
C 9.763 10.945 8.874  -0.0098
C 8.552 10.084 9.028  -0.1719
C 7.426 10.593 9.663  -0.0355
C 6.319 9.763 9.903  0.0079
C 6.532 8.401 9.904  -0.2950
O 5.708 7.549 10.634  -0.1062
C 5.607 7.741 12.029  -0.0963
C 7.511 7.891 9.086  0.0105
C 8.491 8.746 8.614  -0.0263
C 9.476 12.270 8.456  -0.2186
C 8.199 12.693 8.007  -0.0135
C 8.317 14.019 7.593  0.0068
C 9.688 14.383 7.695  -0.2008
N 10.437 13.310 8.225  -0.0324
C 11.517 9.084 8.657  -0.0093
C 12.883 9.019 8.874  -0.0135
N 14.575 13.023 8.693  -0.0389
C 16.104 16.405 8.907  -0.1727
C 16.510 17.646 8.303  -0.0408
C 17.058 18.654 9.029  -0.0004
C 17.232 18.507 10.425  -0.3270
O 17.501 19.617 11.085  -0.0731
C 16.976 19.624 12.432  -0.0416
C 17.121 17.245 11.005  -0.0009
C 16.529 16.223 10.235  -0.0129
H 5.222 21.242 7.952  0.0818
H 6.920 21.579 7.819  0.1039
H 6.284 20.453 9.127  0.0925
H 6.156 17.453 5.816  0.1139
H 7.962 15.781 5.821  0.1026
H 10.346 18.283 8.331  0.1149
H 8.620 20.044 8.171  0.1110
H 11.698 18.134 6.696  0.1032
H 14.295 18.053 7.134  0.0998
H 17.744 14.111 8.509  0.1119
H 17.493 11.496 9.100  0.0959
H 14.264 8.725 11.212  0.1170
H 15.715 7.131 12.233  0.1059
H 19.244 7.066 13.820  0.0918
H 17.859 6.001 13.426  0.0946
H 17.598 7.662 13.975  0.1002
H 18.927 8.367 9.659  0.1248
H 17.303 9.633 8.317  0.1147
H 7.292 11.634 9.907  0.1132
H 5.341 10.112 10.201  0.1245
H 5.368 6.751 12.446  0.0900
H 4.788 8.412 12.392  0.0926
H 6.533 8.128 12.463  0.0933
H 7.551 6.819 8.944  0.1261
H 9.134 8.404 7.843  0.0914
H 7.284 12.105 7.961  0.1118
H 7.488 14.588 7.196  0.0950
H 10.878 8.322 8.209  0.0906
H 13.522 8.132 8.764  0.1206
H 16.281 17.783 7.222  0.1191
H 17.242 19.668 8.679  0.1247
H 17.441 20.501 12.892  0.0921
H 17.235 18.742 13.037  0.0833
H 15.888 19.791 12.359  0.1038
H 17.436 16.958 11.980  0.1003
H 16.225 15.298 10.700  0.1183
N 12.145 14.156 11.173  -0.0917
C 12.106 14.516 12.378  -0.3489
C 12.116 13.519 13.462  -0.1662
C 11.763 12.179 13.223  -0.0365
C 11.886 11.187 14.185  -0.0757
C 12.330 11.556 15.474  -0.0914
C 12.639 12.886 15.757  -0.1000
C 12.598 13.835 14.765  -0.0528
C 11.998 15.976 12.767  -0.1679
C 12.468 16.940 11.837  -0.0350
C 12.030 18.252 11.879  -0.0738
C 11.175 18.666 12.943  -0.1107
C 10.813 17.753 13.882  -0.1004
C 11.238 16.400 13.835  -0.0449
H 11.310 11.995 12.242  0.0993
H 11.659 10.143 14.012  0.0971
H 12.443 10.776 16.218  0.0945
H 13.029 13.170 16.756  0.1113
H 12.960 14.864 14.913  0.1137
H 13.123 16.660 11.026  0.0940
H 12.380 19.016 11.175  0.1009
H 10.756 19.665 12.924  0.0962
H 10.154 18.167 14.710  0.1211
H 10.814 15.738 14.581  0.1102



Question: Look up the energy of the fourth one.
Answer: -105439.7228 eV



Question: Which value of spin multiplicity does entry 2 give?
Answer: 1



Question: The highest energy belongs to which entry?
Answer: C10H13N2